1.
Density functional theory data (ωB97M-V with the def2-TZVPD basis set) for a molecular structure, C22H30N5O5S4SeTl in a non-equilibrium geometry.

Last column: Löwdin charge in e.
Geometry (Å):
Tl  -0.803  0.304  -0.938  0.737
O  1.382  3.245  -3.762  -0.005
C  0.787  2.306  -3.213  -0.552
N  0.279  2.312  -1.986  -0.062
C  0.397  3.605  -1.354  -0.210
C  -0.271  3.714  -0.022  -0.264
C  -0.333  4.954  0.626  -0.016
C  -0.934  5.043  1.864  -0.066
C  -1.460  3.891  2.440  -0.068
C  -1.347  2.711  1.732  -0.170
N  -0.781  2.624  0.536  -0.012
C  0.585  1.027  -3.979  -0.242
C  1.202  0.870  -5.215  0.000
C  1.013  -0.308  -5.914  -0.049
C  0.190  -1.283  -5.372  -0.054
C  -0.411  -1.028  -4.152  -0.156
N  -0.210  0.089  -3.469  -0.025
H  -0.011  4.389  -2.015  0.134
H  1.462  3.883  -1.231  0.126
H  0.082  5.827  0.145  0.117
H  -0.990  5.990  2.385  0.106
H  -1.934  3.923  3.410  0.097
H  -1.708  1.773  2.135  0.095
H  1.810  1.679  -5.588  0.114
H  1.494  -0.462  -6.869  0.106
H  0.026  -2.226  -5.864  0.104
H  -1.075  -1.751  -3.695  0.102
C  0.973  -2.098  1.644  -0.377
C  2.013  -1.023  1.883  -0.465
S  1.454  0.633  1.306  0.816
C  2.896  1.236  0.352  -0.494
C  3.507  0.270  -0.644  -0.466
S  2.215  -0.612  -1.621  0.881
C  2.870  -2.325  -1.657  -0.451
C  2.787  -3.146  -0.385  -0.328
S  1.076  -3.332  0.267  1.038
H  0.939  -2.767  2.504  0.084
H  -0.020  -1.661  1.517  -0.024
H  2.181  -0.935  2.956  0.077
H  2.963  -1.228  1.406  0.042
H  2.477  2.093  -0.169  0.052
H  3.645  1.572  1.070  0.080
H  4.116  0.834  -1.352  0.084
H  4.142  -0.472  -0.161  0.069
H  2.273  -2.788  -2.444  0.042
H  3.906  -2.282  -1.991  0.094
H  3.074  -4.176  -0.606  0.092
H  3.428  -2.776  0.412  0.078
C  -2.184  -2.128  4.509  -0.063
N  -2.955  -1.133  3.828  -0.176
C  -3.871  -0.261  4.536  -0.118
C  -4.531  0.555  3.411  -0.136
N  -4.091  -0.150  2.228  0.018
C  -3.170  -1.099  2.494  -0.842
S  -2.442  -2.065  1.372  0.660
H  -2.821  -2.731  5.165  0.094
H  -1.401  -1.655  5.108  0.091
H  -1.729  -2.771  3.754  0.044
H  -3.330  0.369  5.247  0.122
H  -4.608  -0.857  5.090  0.124
H  -4.178  1.594  3.400  0.108
H  -5.622  0.558  3.480  0.118
H  -4.340  0.108  1.289  0.140
O  0.832  -5.215  -1.280  -0.462
Se  -0.084  -4.251  -2.126  0.873
O  0.564  -3.766  -3.453  -0.376
O  0.214  -2.703  -0.837  -0.676
O  -1.606  -4.517  -2.137  -0.355

The value obtained for the electronic energy is -5672.8450 Eh.



2.
Density functional theory data (ωB97M-V with the def2-TZVPD basis set) for a molecular structure, C26H22AlF2N4O2 in a non-equilibrium geometry.

Last column: Löwdin charge in e.
Geometry (Å):
Al  0.034  -1.296  -0.179  0.097
F  1.951  -6.724  1.638  0.022
C  1.120  -5.648  1.769  -0.279
C  0.711  -4.970  0.643  0.016
C  -0.174  -3.895  0.743  -0.248
C  -0.584  -3.470  2.035  -0.082
C  -0.147  -4.209  3.134  -0.208
F  -0.519  -3.844  4.396  0.041
C  0.686  -5.307  3.038  0.033
C  -1.372  -2.259  2.205  -0.218
C  -2.402  -2.177  3.135  -0.054
C  -3.101  -1.001  3.323  -0.134
C  -2.702  0.126  2.572  -0.117
C  -1.689  -0.006  1.669  -0.150
N  -1.040  -1.167  1.432  0.031
H  1.072  -5.287  -0.324  0.118
H  1.007  -5.845  3.914  0.115
H  -2.661  -3.055  3.706  0.105
H  -3.920  -0.938  4.024  0.074
H  -3.194  1.078  2.703  0.081
H  -1.336  0.833  1.080  0.079
C  -0.690  -3.210  -0.437  -0.131
H  -1.772  -3.067  -0.358  0.072
H  -0.481  -3.771  -1.345  0.059
O  1.833  -1.595  -0.224  0.025
C  2.061  -0.302  -0.040  -0.348
N  0.915  0.431  0.047  0.146
C  1.221  1.766  0.216  -0.420
O  0.363  2.672  0.273  -0.035
C  2.667  1.851  0.252  -0.096
C  3.543  2.913  0.420  -0.040
C  4.902  2.679  0.354  -0.120
C  5.404  1.384  0.126  -0.123
C  4.568  0.305  -0.002  -0.034
C  3.184  0.517  0.062  -0.107
H  3.161  3.910  0.600  0.107
H  5.598  3.501  0.472  0.084
H  6.477  1.246  0.056  0.087
H  4.955  -0.692  -0.156  0.108
N  -1.054  -0.548  -1.658  0.280
C  -1.478  0.445  -2.113  -0.123
N  -2.064  1.484  -2.608  -0.075
C  -1.638  2.076  -3.863  -0.139
C  -0.589  3.168  -3.613  -0.158
C  -0.868  3.874  -2.279  -0.185
C  -2.359  3.844  -1.963  -0.170
C  -2.800  2.395  -1.733  -0.118
H  -2.530  2.503  -4.335  0.124
H  -1.250  1.296  -4.521  0.128
H  -0.626  3.881  -4.441  0.106
H  0.407  2.726  -3.588  0.112
H  -0.511  4.902  -2.318  0.112
H  -0.336  3.380  -1.461  0.076
H  -2.920  4.295  -2.785  0.106
H  -2.556  4.420  -1.059  0.117
H  -3.874  2.281  -1.931  0.124
H  -2.603  2.104  -0.701  0.123

Its charge is -1. The value obtained for the electronic energy is -1815.7997 Eh.



3.
Density functional theory data (ωB97M-V with the def2-TZVPD basis set) for 3 unconnected molecules or ions with the total composition C21H49BN7O6P2S in a non-equilibrium geometry.

Last column: Löwdin charge in e.
Geometry (Å):
C  -4.076  -1.498  -3.377  -0.013
C  -3.103  -2.333  -4.403  -0.263
O  -3.699  -2.952  -5.455  0.006
O  -1.637  -2.440  -4.324  -0.134
C  -1.167  -2.686  -2.951  -0.285
S  -0.213  -1.155  -2.343  1.115
C  -1.105  -0.579  -0.800  -0.253
B  -0.320  -0.935  0.609  -0.468
O  0.766  -1.921  0.777  0.052
O  -0.779  -0.208  1.826  0.070
C  -0.427  0.102  -3.773  -0.381
C  0.515  -0.153  -5.039  -0.016
C  0.391  0.818  -6.342  0.028
C  -0.759  1.946  -6.097  0.004
C  -1.533  1.993  -4.692  -0.080
N  -1.451  1.136  -3.476  0.026
H  -4.809  -2.288  -2.887  0.121
H  -4.734  -0.763  -4.040  0.124
H  -3.514  -0.830  -2.596  0.063
H  -0.375  -3.575  -3.021  0.155
H  -2.005  -2.976  -2.186  0.138
H  -1.366  0.561  -0.768  0.122
H  -2.138  -1.175  -0.760  0.116
H  1.495  -1.687  0.130  0.117
H  -1.740  0.041  1.688  0.120
H  1.293  -1.035  -5.038  0.118
H  1.018  0.686  -7.322  0.120
H  -1.016  2.721  -6.947  0.120
H  -2.332  2.877  -4.589  0.136
O  -1.842  -6.407  6.227  -0.293
P  -1.313  -5.478  5.107  0.749
N  -0.571  -6.753  4.252  -0.359
C  0.378  -7.676  4.854  -0.117
C  -1.543  -7.543  3.480  -0.145
N  -0.228  -4.646  6.128  -0.340
C  1.208  -4.830  6.203  -0.129
C  -0.733  -4.299  7.459  -0.143
N  -0.704  -4.410  3.819  -0.307
C  0.259  -4.690  2.770  -0.111
C  -0.986  -2.985  3.956  -0.134
H  0.911  -8.221  4.071  0.085
H  -0.113  -8.401  5.514  0.089
H  1.153  -7.182  5.432  0.052
H  -2.198  -6.885  2.903  0.070
H  -2.171  -8.154  4.136  0.080
H  -1.040  -8.201  2.762  0.081
H  1.479  -5.657  6.867  0.084
H  1.690  -3.926  6.591  0.083
H  1.662  -5.003  5.228  0.062
H  -0.648  -5.144  8.150  0.080
H  -1.785  -4.000  7.408  0.072
H  -0.187  -3.450  7.885  0.080
H  1.253  -4.915  3.162  0.078
H  0.378  -3.840  2.086  0.053
H  -0.066  -5.518  2.132  0.076
H  -0.117  -2.447  4.350  0.093
H  -1.828  -2.816  4.635  0.077
H  -1.268  -2.541  2.996  0.054
O  0.377  6.091  -3.726  -0.313
P  1.611  6.284  -2.810  0.752
N  1.720  4.626  -2.426  -0.352
C  0.611  3.852  -1.893  -0.125
C  2.337  3.845  -3.511  -0.144
N  0.760  7.181  -1.633  -0.337
C  0.291  6.701  -0.348  -0.129
C  -0.183  8.180  -2.142  -0.140
N  3.028  6.507  -1.757  -0.306
C  3.638  5.575  -0.826  -0.114
C  3.512  7.872  -1.582  -0.135
H  0.981  2.911  -1.480  0.074
H  -0.142  3.627  -2.658  0.059
H  0.101  4.341  -1.068  0.053
H  3.256  4.328  -3.854  0.078
H  1.663  3.752  -4.367  0.065
H  2.613  2.842  -3.169  0.075
H  -0.681  6.204  -0.429  0.080
H  0.175  7.536  0.352  0.087
H  0.993  6.020  0.130  0.062
H  -1.143  7.724  -2.407  0.077
H  0.220  8.676  -3.031  0.075
H  -0.368  8.968  -1.403  0.083
H  2.971  5.305  -0.004  0.073
H  4.546  5.989  -0.369  0.086
H  3.971  4.661  -1.327  0.075
H  3.162  8.296  -0.635  0.088
H  3.163  8.518  -2.394  0.075
H  4.606  7.912  -1.601  0.081

Its charge is +1. The value obtained for the electronic energy is -2769.3025 Eh.



4.
Density functional theory data (ωB97M-V with the def2-TZVPD basis set) for 9 unconnected molecules or ions with the total composition C42H95Br4O24P5 in a non-equilibrium geometry.

Last column: Löwdin charge in e.
Geometry (Å):
C  12.150  15.622  19.394  -0.043
C  12.997  14.361  19.120  -0.224
O  12.405  13.644  17.997  -0.201
P  12.896  12.177  17.700  0.347
O  12.810  11.228  18.789  -0.201
O  14.351  12.416  17.044  -0.214
C  14.600  13.508  16.109  -0.248
C  15.355  12.893  14.962  -0.065
O  12.067  11.833  16.416  -0.173
C  10.920  11.012  16.452  -0.260
C  11.279  9.560  16.039  -0.060
H  11.793  16.070  18.422  0.107
H  11.421  15.303  20.031  0.034
H  12.773  16.284  19.990  0.074
H  14.032  14.516  18.851  0.101
H  12.897  13.628  19.935  0.119
H  13.658  13.882  15.771  0.103
H  15.139  14.307  16.618  0.111
H  14.822  11.974  14.710  0.089
H  15.269  13.626  14.186  0.065
H  16.364  12.684  15.270  0.047
H  10.441  10.994  17.405  0.105
H  10.250  11.434  15.704  0.119
H  10.392  8.988  16.254  0.067
H  11.652  9.586  14.990  0.088
H  12.048  9.092  16.635  0.067
C  22.188  14.978  21.321  -0.076
C  21.570  13.867  20.541  -0.250
O  20.169  13.711  20.900  -0.181
P  19.002  14.610  20.306  0.386
O  19.355  15.868  19.668  -0.213
O  18.275  13.644  19.277  -0.201
C  17.900  12.306  19.650  -0.240
C  16.367  12.206  19.733  -0.046
O  17.894  14.655  21.454  -0.177
C  18.083  15.739  22.389  -0.246
C  17.455  17.036  21.833  -0.062
H  21.416  15.701  21.668  0.082
H  22.780  14.595  22.174  0.083
H  22.836  15.551  20.648  0.061
H  21.621  14.138  19.513  0.067
H  22.066  12.878  20.787  0.142
H  18.181  11.736  18.749  0.105
H  18.442  12.023  20.544  0.114
H  16.074  11.379  20.360  0.077
H  15.995  13.179  20.128  0.079
H  15.951  12.142  18.721  0.056
H  17.550  15.354  23.280  0.125
H  19.116  15.848  22.633  0.094
H  16.441  16.826  21.515  0.072
H  17.528  17.865  22.558  0.087
H  18.101  17.319  20.958  0.054
C  19.984  11.803  13.407  -0.056
C  20.958  11.877  14.575  -0.265
O  21.758  10.729  14.837  -0.198
P  23.162  10.541  14.131  0.342
O  24.077  11.661  14.001  -0.219
O  23.595  9.297  14.975  -0.169
C  24.955  8.799  14.735  -0.224
C  25.242  7.761  13.643  -0.058
O  22.726  10.089  12.689  -0.168
C  22.028  8.875  12.466  -0.274
C  21.385  8.871  11.076  -0.064
H  19.323  12.684  13.573  0.058
H  20.464  11.942  12.422  0.090
H  19.397  10.981  13.568  0.043
H  21.709  12.712  14.352  0.124
H  20.418  12.149  15.538  0.107
H  25.536  9.674  14.556  0.087
H  25.347  8.422  15.719  0.136
H  24.958  6.735  13.812  0.073
H  24.757  8.147  12.697  0.077
H  26.279  7.953  13.393  0.079
H  22.727  8.038  12.363  0.096
H  21.346  8.731  13.329  0.128
H  20.525  9.647  11.026  0.099
H  22.088  9.083  10.321  0.057
H  20.911  7.911  10.877  0.074
C  17.454  20.676  14.546  -0.055
C  18.445  20.082  13.463  -0.234
O  19.236  18.990  13.984  -0.194
P  19.602  17.774  13.025  0.347
O  20.608  16.892  13.702  -0.247
O  18.203  17.136  12.734  -0.176
C  18.329  15.830  12.045  -0.223
C  16.921  15.475  11.506  -0.072
O  20.114  18.297  11.659  -0.184
C  21.469  18.585  11.279  -0.250
C  22.161  17.416  10.689  -0.077
H  16.615  20.041  14.860  0.072
H  18.013  21.084  15.377  0.042
H  17.029  21.501  13.948  0.077
H  17.721  19.696  12.632  0.139
H  19.178  20.859  13.088  0.133
H  18.889  15.966  11.116  0.112
H  18.666  15.007  12.666  0.077
H  17.024  14.494  11.039  0.073
H  16.172  15.377  12.254  0.045
H  16.499  16.142  10.678  0.103
H  21.305  19.442  10.583  0.138
H  21.881  18.984  12.215  0.086
H  22.490  16.652  11.426  0.070
H  21.491  16.912  9.989  0.086
H  23.074  17.739  10.177  0.088
C  16.670  23.525  18.448  -0.081
C  18.086  23.197  18.076  -0.235
O  18.905  22.565  19.147  -0.145
P  19.118  21.037  18.878  0.284
O  19.879  20.471  19.947  -0.184
O  19.686  20.715  17.441  -0.191
C  21.079  20.616  17.130  -0.263
C  21.889  21.791  17.615  -0.066
O  17.649  20.556  18.686  -0.166
C  17.246  19.256  18.839  -0.252
C  16.992  18.500  17.479  -0.027
H  16.457  23.913  19.450  0.093
H  16.228  24.241  17.729  0.091
H  16.100  22.680  18.248  0.038
H  18.087  22.595  17.169  0.091
H  18.572  24.191  17.937  0.128
H  21.395  19.709  17.611  0.101
H  21.077  20.410  16.036  0.110
H  22.946  21.639  17.516  0.065
H  21.543  22.721  17.084  0.100
H  21.680  21.845  18.713  0.082
H  17.992  18.734  19.420  0.087
H  16.335  19.344  19.406  0.118
H  16.879  17.415  17.602  0.070
H  16.106  18.885  17.001  0.059
H  17.859  18.646  16.853  0.050
O  20.542  12.049  17.955  0.127
C  20.699  10.893  18.043  -0.485
C  20.083  9.750  17.230  -0.074
C  21.119  8.634  17.350  -0.108
C  21.536  8.909  18.812  -0.130
O  21.399  10.325  19.079  0.012
H  19.168  9.544  17.750  0.121
H  19.797  9.962  16.220  0.100
H  20.740  7.639  17.253  0.113
H  21.936  8.903  16.705  0.089
H  20.841  8.416  19.494  0.129
H  22.567  8.727  18.946  0.103
O  25.091  9.921  18.341  0.114
C  25.224  11.029  17.926  -0.545
C  24.506  12.300  18.374  -0.068
C  24.627  13.198  17.175  -0.196
C  25.909  12.713  16.602  -0.142
O  25.953  11.263  16.883  0.057
H  23.484  12.094  18.687  0.105
H  25.034  12.653  19.237  0.125
H  23.822  13.016  16.418  0.112
H  24.574  14.299  17.455  0.086
H  25.963  12.841  15.517  0.100
H  26.770  13.272  17.010  0.133
Br  23.947  19.726  14.402  0.617
C  24.539  18.004  13.619  -0.616
C  23.960  16.982  14.583  -0.742
Br  24.272  15.165  13.836  0.659
H  25.627  18.048  13.626  0.059
H  23.971  17.982  12.657  0.033
H  22.894  17.100  14.648  -0.015
H  24.360  17.020  15.560  -0.027
Br  22.594  16.339  17.414  0.736
C  21.120  15.393  16.479  -0.610
C  19.846  16.161  16.558  -0.584
Br  18.501  14.918  15.759  0.703
H  20.994  14.543  17.073  0.003
H  21.458  15.325  15.456  0.024
H  19.722  17.003  15.916  0.013
H  19.511  16.312  17.576  0.019

As for the structure (SMILES): CCOP(=O)(OCC)OCC.CCOP(=O)(OCC)OCC.CCOP(=O)(OCC)OCC.CCOP(=O)(OCC)OCC.CCOP(=O)(OCC)OCC.O=C1CCCO1.O=C1CCCO1.BrCCBr.BrCCBr. The value obtained for the electronic energy is -15466.3999 Eh.